(1)
DFT (ωB97M-V/def2-TZVPD) results for the molecule C4H6O2S at a distorted geometry.

## Properties
* SMILES: O=CCCC(O)=S
* lowest unoccupied orbital energy: 0.3 eV
* highest occupied orbital energy: -9.1 eV
* net charge: 0

The geometry in XYZ format:
```
13
Properties=species:S:1:pos:R:3:forces:R:3
C 0.32819 0.75121 -0.84230 -0.937 1.231 -1.713
C 0.94071 -0.04101 0.25740 -1.817 2.642 3.336
C -0.62839 -0.07902 -1.71933 0.526 -0.310 0.791
C -0.22898 -0.16004 1.30337 0.200 -1.663 -0.578
O -0.66629 -1.27044 -1.63866 0.343 -1.293 -0.041
O 0.16566 -0.81670 2.39651 0.493 -0.545 0.242
S -1.77057 0.26941 1.02978 -0.151 0.050 0.597
H -0.32053 1.62455 -0.58725 1.050 -0.473 0.295
H 1.15011 1.09629 -1.43165 0.393 0.538 -0.991
H 1.22808 -0.97427 -0.15685 0.505 -1.064 0.338
H 1.71894 0.53590 0.89806 -0.729 -1.116 -1.631
H -1.37096 0.34206 -2.39424 0.088 1.143 -0.216
H -0.54597 -1.27795 2.88517 0.037 0.860 -0.430
```
Forces are in eV/Å.

=====

(2)
DFT (ωB97M-V/def2-TZVPD) results for the ion C4H6O3P with charge -1 at a distorted geometry.

## Properties
* SMILES: O=[P@]1([O-])CC[C@H]2O[C@H]21
* lowest unoccupied orbital energy: 3.9 eV
* highest occupied orbital energy: -4.5 eV
* net charge: -1

The geometry in XYZ format:
```
14
Properties=species:S:1:pos:R:3:forces:R:3
C -1.25749 0.28272 -0.25136 -0.699 -1.071 -2.831
C -0.28610 -0.70109 -0.96796 0.693 1.444 -0.832
C -0.41434 1.27484 0.45556 3.885 1.337 0.547
C 1.07520 0.59766 0.98954 -3.639 1.078 -1.845
O 2.36720 -1.35934 -0.49076 0.762 0.529 -0.242
O 0.45470 -2.14474 1.11375 0.928 1.588 -0.603
O -0.00911 1.09851 1.77311 -0.866 -1.131 1.408
P 1.09153 -1.08135 0.20511 -2.200 -2.277 1.271
H -2.04150 0.58539 -1.06059 1.458 0.503 1.502
H -1.83167 -0.35971 0.37184 -0.393 -0.175 1.262
H -0.77855 -1.56876 -1.29213 -0.823 -1.638 0.074
H 0.07342 -0.32509 -1.95171 0.153 0.514 0.707
H -0.25468 2.35962 0.19168 -0.701 -1.275 -0.305
H 1.81139 1.34133 0.91393 1.441 0.574 -0.113
```
Forces are in eV/Å.

=====

(3)
DFT (ωB97M-V/def2-TZVPD) results for a structure of composition C4H6O3Sr at a distorted geometry.

## Properties
* lowest unoccupied orbital energy: -10.8 eV
* highest occupied orbital energy: -15.0 eV
* net charge: +2

The geometry in XYZ format:
```
14
Properties=species:S:1:pos:R:3:forces:R:3
H 2.91247 2.97127 0.27686 -0.515 0.705 -0.141
O -0.14347 0.46135 -0.56230 1.151 -0.435 -0.586
Sr 3.67130 1.20184 0.54068 0.934 -0.447 0.167
O 1.73110 -0.39614 0.24885 -0.036 -0.631 -0.456
C 0.57656 -0.45816 -0.08755 0.123 1.983 0.815
O -0.17859 -1.63243 0.22613 -0.522 -1.340 -0.110
C 0.39158 -2.66831 0.64175 0.151 -0.153 -0.532
C -1.54982 0.60382 -0.49445 -1.301 0.431 1.038
C -2.01446 1.84138 -0.57059 -0.355 -0.734 -1.471
H -0.22206 -3.57563 0.64731 0.005 0.196 0.390
H 1.46585 -2.65397 0.87064 -0.273 0.013 0.027
H -3.07648 2.00001 -0.38723 0.250 -0.062 -0.063
H -2.08777 -0.29829 -0.21568 0.168 0.279 0.028
H -1.47619 2.60325 -1.13443 0.219 0.194 0.893
```
Forces are in eV/Å.

=====

(4)
DFT (ωB97M-V/def2-TZVPD) results for a structure of composition C4H6O3Tl at a distorted geometry.

## Properties
* multiplicity: 2
* lowest unoccupied orbital energy (alpha / beta): -8.2 / -13.2 eV
* highest occupied orbital energy (alpha / beta): -20.0 / -20.0 eV
* net charge: +2

The geometry in XYZ format:
```
14
Properties=species:S:1:pos:R:3:forces:R:3
C -0.06587 1.13340 -0.87320 -3.372 -2.346 0.673
C 1.53747 1.51938 -0.70441 -0.069 0.213 -0.296
O 0.58127 1.45865 0.29449 0.423 -0.623 -0.218
Tl 0.48786 0.90260 2.91461 -0.085 -0.141 1.019
H -0.55196 1.97467 -1.38069 0.410 -0.029 -0.479
H 1.69354 2.51385 -1.13481 -0.039 -0.329 -0.218
H 2.32310 0.76184 -0.67077 -0.138 0.240 0.011
C -0.63108 -2.65469 2.01653 0.372 -0.945 -0.216
O -0.65402 -3.79255 2.14199 -0.242 0.327 0.155
O -0.53800 -1.50205 1.82272 -0.080 0.547 0.223
C -0.90596 -0.33345 -0.95880 1.966 2.292 -1.891
H -1.93847 -0.58552 -0.66252 0.501 0.870 1.369
H -1.18490 -0.28928 -2.02251 0.736 -0.125 -0.324
H -0.15298 -1.10683 -0.78263 -0.382 0.050 0.192
```
Forces are in eV/Å.

=====

(5)
DFT (ωB97M-V/def2-TZVPD) results for a cluster of 2 separate species, C4H6O4 in total at a distorted geometry.

## Properties
* lowest unoccupied orbital energy: 6.5 eV
* highest occupied orbital energy: -1.4 eV
* net charge: -2

The geometry in XYZ format:
```
14
Properties=species:S:1:pos:R:3:forces:R:3
C 1.27149 1.02993 -1.21708 -0.424 -0.183 -0.466
C 1.60673 1.23713 -2.69036 -0.672 1.824 -2.632
O 2.45044 0.53945 -3.30410 0.275 -0.611 1.185
O 0.93653 2.14715 -3.29983 0.175 -0.489 1.108
H 0.88886 1.96465 -0.75756 0.089 -0.651 -0.368
H 2.19281 0.72451 -0.72168 -0.324 -0.471 0.321
H 0.45729 0.24922 -1.26201 0.984 0.653 0.694
C -0.37690 -0.92124 1.87371 -3.213 -0.486 -2.167
C -1.68034 -1.25131 2.68714 -0.706 -0.671 0.558
O -2.05300 -2.47668 2.62183 0.686 1.334 0.026
O -2.31192 -0.31907 3.24895 0.611 -0.206 -0.206
H -0.92740 -0.59666 0.88187 1.420 -0.372 1.529
H 0.00102 -1.91424 1.65280 0.872 0.253 -0.011
H 0.28522 -0.12138 2.15141 0.230 0.075 0.428
```
Forces are in eV/Å.

=====

(6)
DFT (ωB97M-V/def2-TZVPD) results for a cluster of 2 separate species, C4H6O4 in total at a distorted geometry.

## Properties
* lowest unoccupied orbital energy: -3.3 eV
* highest occupied orbital energy: -9.2 eV
* net charge: 0

The geometry in XYZ format:
```
14
Properties=species:S:1:pos:R:3:forces:R:3
O 2.32349 -0.17868 0.91880 0.424 -0.159 -0.262
C 1.83028 -1.24358 1.30732 -0.603 0.069 0.328
O 0.80727 -1.36113 2.05099 -0.683 0.542 -0.230
C 0.27957 0.85266 -0.40184 1.707 -2.063 1.009
C -0.44239 -0.28414 0.18290 4.035 1.571 1.109
C -1.20478 0.59032 -1.01143 -3.496 0.300 -3.156
O -1.26278 0.08671 -2.11726 0.433 0.058 0.765
O -2.20419 1.34575 -0.55014 0.331 0.279 0.690
H 2.15905 -2.24754 0.99573 0.881 0.047 -0.408
H 0.96625 0.70577 -1.22961 -0.313 -0.513 -0.084
H 0.47559 1.84595 0.00507 -1.010 -0.388 0.684
H -0.21541 -1.27620 -0.18460 -0.460 0.138 -0.439
H -0.60529 -0.16539 1.25230 -1.227 0.048 0.059
H -2.90666 1.32950 -1.21823 -0.018 0.071 -0.063
```
Forces are in eV/Å.

=====

(7)
DFT (ωB97M-V/def2-TZVPD) results for a structure of composition C4H6O4 at a distorted geometry.

## Properties
* lowest unoccupied orbital energy (alpha / beta): 0.3 / 0.3 eV
* highest occupied orbital energy (alpha / beta): -7.3 / -7.3 eV
* net charge: 0

The geometry in XYZ format:
```
14
Properties=species:S:1:pos:R:3:forces:R:3
C 0.51247 -0.13290 -0.06307 -0.802 -0.011 3.390
C -0.72187 0.31003 -0.54254 0.700 0.096 -5.524
C -0.52839 0.11890 1.91763 1.948 -0.707 0.193
C -0.09757 0.29551 -2.46908 -2.465 0.079 1.331
O 0.65041 0.07811 2.62235 -0.192 0.140 0.473
O 0.83907 -1.42089 -0.18768 0.064 0.164 -0.302
O -1.58962 0.12154 2.47695 0.254 0.152 -0.793
O 0.41941 -0.61748 -3.02313 0.397 0.236 0.419
H 0.44683 0.07633 3.57972 -0.047 -0.008 -0.104
H 1.79212 -1.51680 -0.31476 -0.134 -0.033 0.264
H 1.32562 0.58136 0.04922 -0.121 -0.116 0.096
H -0.97449 1.34980 -0.40236 -0.053 -0.062 0.255
H -1.53120 -0.40429 -0.61838 -0.035 0.040 0.276
H -0.54280 1.16077 -3.02486 0.486 0.030 0.028
```
Forces are in eV/Å.

=====

(8)
DFT (ωB97M-V/def2-TZVPD) results for a structure of composition C4H6O4S at a distorted geometry.

## Properties
* lowest unoccupied orbital energy: 6.2 eV
* highest occupied orbital energy: -0.4 eV
* net charge: -2

The geometry in XYZ format:
```
15
Properties=species:S:1:pos:R:3:forces:R:3
C 2.65872 -2.28373 0.00358 -0.287 2.533 -1.820
C 0.12057 0.73216 -0.30213 2.012 1.543 1.491
C 1.27686 -0.24241 -0.38004 -1.562 -2.138 0.628
C 1.24007 -1.57240 -0.04429 2.069 1.664 -0.060
O 2.71259 -3.36536 0.53995 -0.321 -2.785 1.605
O -3.31103 0.15679 0.17835 -1.042 3.308 1.576
O 3.62714 -1.67728 -0.53662 -0.128 0.300 -0.001
O -4.16563 -2.07994 -0.19541 -1.001 -1.001 0.781
S -3.06566 -1.13895 -0.35629 3.489 -2.362 -1.556
H -0.31268 1.04833 -1.22905 0.188 0.386 -0.872
H 0.54878 1.67077 0.28455 -1.037 -1.449 -1.252
H -0.71386 0.37965 0.24400 -0.688 -0.592 0.803
H -1.64348 -1.59470 0.70932 -1.892 0.038 -0.733
H 2.24149 0.14850 -0.66352 0.201 -0.098 -0.162
H 0.42724 -2.17048 0.38506 0.001 0.654 -0.428
```
Forces are in eV/Å.

=====

(9)
DFT (ωB97M-V/def2-TZVPD) results for a structure of composition C4H6O7Sn at a distorted geometry.

## Properties
* lowest unoccupied orbital energy (alpha / beta): 0.3 / -2.9 eV
* highest occupied orbital energy (alpha / beta): -9.4 / -5.6 eV
* net charge: 0

The geometry in XYZ format:
```
18
Properties=species:S:1:pos:R:3:forces:R:3
O 2.92268 1.09636 0.71080 -4.992 2.238 0.489
C 2.32523 0.03928 0.34608 -4.632 0.054 0.059
O 3.00672 -0.98641 0.03920 -5.175 -3.059 -1.192
O 1.01567 0.04212 0.33187 -0.245 0.262 0.143
O -1.84307 -0.16933 -0.06987 -0.585 -0.490 -1.165
C -3.16474 -0.17182 0.20332 1.152 2.982 4.035
O -3.62535 -0.64920 1.23060 -0.194 -1.199 -1.855
O -3.68281 0.95535 -0.33030 -0.042 -0.801 -1.307
C -1.05336 -1.13714 0.60792 -0.199 -0.262 0.345
C 0.32329 -1.17278 0.00610 0.091 -0.368 -0.290
Sn 4.45840 0.08889 0.42310 14.896 0.692 0.627
H -4.61318 1.02167 -0.08405 0.065 -0.158 0.202
H -1.50464 -2.13294 0.49891 0.105 0.200 0.067
H -1.00442 -0.88942 1.67704 -0.052 -0.069 -0.225
H 0.27850 -1.26849 -1.08598 -0.003 0.019 0.233
H 0.87128 -2.02678 0.41952 -0.100 0.158 -0.092
O -3.72372 -1.77316 -1.55010 0.578 0.082 -0.316
H -4.55525 -2.10380 -1.20046 -0.668 -0.278 0.243
```
Forces are in eV/Å.

=====

(10)
DFT (ωB97M-V/def2-TZVPD) results for a cluster of 2 separate species, C4H6OS in total at a distorted geometry.

## Properties
* SMILES: C=CC=O.C=S
* lowest unoccupied orbital energy: -0.6 eV
* highest occupied orbital energy: -8.9 eV
* net charge: 0

The geometry in XYZ format:
```
12
Properties=species:S:1:pos:R:3:forces:R:3
C -0.20917 1.05626 1.23543 -0.677 0.623 -2.250
C -1.29366 -0.80307 0.03766 -0.308 2.571 1.282
C 1.41057 -0.59443 -0.40874 0.297 -1.125 0.532
C -0.92588 0.48137 0.07117 -1.094 -0.060 -0.518
O -0.46778 0.87128 2.37383 0.206 -0.127 1.591
S 1.37412 -2.17931 -0.67519 0.495 -0.091 0.349
H 0.58056 1.70745 0.79475 0.301 0.440 1.038
H -1.33045 -1.47277 0.84795 0.819 -0.308 1.431
H -1.76050 -1.24855 -0.74306 -1.138 -0.853 -2.883
H 1.28537 -0.08410 0.56793 0.756 -0.912 -0.809
H 1.53192 0.00650 -1.27348 0.194 1.047 -0.516
H -1.02158 1.21133 -0.78590 0.150 -1.204 0.753
```
Forces are in eV/Å.

=====

Energy above the lowest of the compared OMol25 structures with the same formula, charge and spin for the records above, in order: 1.059 0.000 2.263 0.000 0.508 5.937 5.699 0.316 1.023 3.647 eV